Molecular formula: C6H14O
Method: DFT, ωB97M-V/def2-TZVPD

The geometry in XYZ format:
```
21
Properties=species:S:1:pos:R:3
C -1.23 -0.65 -0.27
C 0.12 0.26 -0.11
C 0.03 1.37 1.03
C 1.55 1.76 1.18
C 2.32 0.74 0.34
C 1.43 -0.50 -0.07
H -1.41 -1.37 0.55
H -1.12 -1.21 -1.21
H -2.11 0.00 -0.36
H 0.17 0.90 -1.01
H -0.61 2.21 0.72
H -0.36 0.98 1.99
H 1.94 1.75 2.21
H 1.76 2.76 0.75
H 3.20 0.52 0.97
H 2.68 1.23 -0.59
H 1.34 -1.35 0.62
H 1.71 -0.90 -1.06
O -4.01 -2.72 -2.22
H -4.34 -2.80 -1.30
H -3.06 -2.97 -2.16
```

Properties
Total charge: 0
Frontier orbital gap: 0.424 Eh
Structure (SMILES): CC1CCCC1.O
HOMO: -10.679 eV

Atomic partial charges in e from the Löwdin method, atoms 1 to 4:
1. C -0.06
2. C -0.37
3. C -0.15
4. C -0.20